Version P
{"formula": "C6H16N2", "method": "the ωB97M-V functional and the def2-TZVPD basis", "total_charge": 0, "e_lumo_ev": 1.0, "multiplicity": 1, "e_homo_ha": -0.3061, "smiles": "CCC(N)CC.C=N", "gap_ev": 9.291, "elements": ["N", "H", "H", "H", "C", "N", "H", "H", "H", "H", "H", "H", "C", "H", "C", "H", "H", "H", "C", "H", "C", "C", "H", "H"], "xyz": [[-1.4556, -0.4626, -2.0721], [0.3022, 1.1590, 2.9322], [-1.4690, -0.5251, 2.2932], [-1.0682, -0.9303, -2.8910], [-0.4951, 1.3879, 2.2252], [-0.5001, -1.8117, 0.2030], [1.3000, -1.1595, -1.7739], [-1.0731, -1.4701, -0.6235], [-1.7672, 0.3549, 0.8148], [0.8105, -1.0809, 1.6038], [1.7540, 0.7229, 0.6079], [-1.5634, 1.3444, -1.1669], [-0.9945, 0.1179, 1.5473], [2.6360, -0.0076, -1.6773], [-1.1158, 0.7585, -1.9605], [2.5114, -1.3272, -0.5247], [-0.4445, 1.2848, -2.6418], [-1.3060, 1.8631, 2.7751], [0.0821, -0.7200, 0.8719], [-0.1109, 2.1019, 1.4999], [1.9322, -0.5947, -1.0901], [1.1167, 0.2840, -0.1596], [0.7182, 1.1692, -0.6539], [0.2001, -2.4585, -0.1391]], "nbo_charge": [-0.643, 0.202, 0.210, 0.346, -0.606, -0.861, 0.194, 0.393, 0.191, 0.179, 0.197, 0.170, -0.411, 0.210, -0.016, 0.205, 0.158, 0.210, 0.009, 0.198, -0.627, -0.446, 0.186, 0.352]}



Version Q
{"formula": "C6H16N2", "method": "the ωB97M-V functional and the def2-TZVPD basis", "total_charge": 0, "e_lumo_ev": 1.1, "multiplicity": 1, "e_homo_ha": -0.2935, "smiles": "CN[C@H](C)CN(C)C", "gap_ev": 9.043, "elements": ["C", "N", "H", "C", "H", "H", "N", "H", "C", "H", "H", "H", "H", "H", "H", "C", "H", "H", "H", "H", "C", "C", "H", "H"], "xyz": [[-0.3282, -0.6845, 0.7338], [0.2297, 0.5924, -1.5626], [0.4107, 2.8515, -1.6054], [-2.4396, -0.2869, 1.6761], [0.1553, -1.3237, -1.8214], [-1.3020, 0.8956, -0.3796], [-1.0470, -0.5116, 1.9739], [1.6087, -0.1553, 1.6109], [1.1992, -1.0495, 1.2214], [-2.6742, -0.3474, 0.5223], [-0.7025, 0.0871, 2.7647], [0.3498, 1.3225, 0.4360], [1.0898, -0.6575, -3.1775], [1.2752, -1.9097, 1.8819], [1.5137, 1.7041, -2.7527], [0.9944, 1.8222, -1.7168], [1.6252, 1.6552, -0.7779], [1.8072, -1.4618, 0.3312], [1.8524, -0.9645, -1.5219], [-2.9014, -0.9466, 2.3459], [-0.2338, 0.6693, -0.0813], [0.9397, -0.6370, -2.0804], [-2.7090, 0.7567, 1.9982], [-0.7132, -1.4203, -0.0188]], "nbo_charge": [-0.036, -0.466, 0.202, -0.415, 0.199, 0.220, -0.671, 0.196, -0.621, 0.199, 0.383, 0.176, 0.209, 0.219, 0.204, -0.423, 0.163, 0.202, 0.169, 0.200, -0.260, -0.425, 0.177, 0.200]}



Which of them is least stable? Easy: version Q.



Version P
{"formula": "C4H10O4", "method": "the ωB97M-V functional and the def2-TZVPD basis", "total_charge": 0, "e_lumo_ev": -3.9, "multiplicity": 1, "e_homo_ha": -0.3247, "gap_ev": 4.959, "elements": ["O", "H", "H", "C", "H", "O", "H", "C", "C", "H", "H", "H", "H", "O", "O", "H", "C", "H"], "xyz": [[-1.5343, 1.9645, 0.3041], [-0.9509, 1.2278, 1.6844], [-0.9145, -0.6055, -1.1355], [1.4542, -1.2185, -0.2286], [-1.1016, 0.1143, 2.7364], [-0.5908, 0.9052, 2.5695], [0.1976, -0.4624, -2.4956], [-0.1463, 0.0124, -1.5884], [0.6294, -2.1580, 0.5102], [0.6980, 0.6089, 0.3962], [2.4813, -1.5256, -0.4242], [1.9175, 0.6030, -0.9108], [-0.9823, 1.6653, -0.9400], [-0.5604, 1.2141, -1.8768], [-0.4534, -1.8658, 0.8893], [-2.2279, 2.6112, 0.3255], [1.0694, 0.0813, -0.5054], [1.0149, -3.1722, 0.6898]], "nbo_charge": [-1.193, 0.513, 0.195, 0.108, 0.454, -1.000, 0.173, 0.043, 0.307, 0.358, 0.213, 0.246, 0.512, -0.601, -0.392, 0.462, -0.533, 0.135]}



Version Q
{"formula": "C4H10O4", "method": "the ωB97M-V functional and the def2-TZVPD basis", "total_charge": 0, "e_lumo_ev": 0.5, "multiplicity": 1, "e_homo_ha": -0.3746, "smiles": "O=CCCC=O.O.O", "gap_ev": 10.669, "elements": ["H", "O", "H", "C", "H", "C", "O", "H", "O", "C", "H", "H", "H", "C", "H", "H", "H", "O"], "xyz": [[-0.9327, 0.7902, -3.1810], [1.4560, -2.0602, 2.6438], [-2.2399, 0.1663, -3.5099], [1.3318, -0.2650, -1.2842], [0.5395, -2.0300, 2.9446], [-0.9609, 0.8752, 1.6839], [0.7316, 0.1407, -2.2523], [1.9751, -1.5649, 3.2831], [-1.8048, 1.0256, -3.5406], [0.9932, 0.1936, 0.1210], [2.3360, -0.6981, -1.5469], [1.2397, -0.6633, 0.7984], [-1.0492, -0.3557, -0.1772], [-0.4629, 0.4760, 0.3219], [-0.5832, 1.4030, -0.2771], [-0.8781, 1.8795, 2.1622], [1.6741, 1.0359, 0.2770], [-1.2950, -0.0499, 2.4086]], "nbo_charge": [0.488, -0.951, 0.458, 0.455, 0.485, 0.426, -0.561, 0.473, -0.951, -0.519, 0.135, 0.260, 0.247, -0.512, 0.223, 0.140, 0.239, -0.535]}



Which of them is least stable? Easy: version P.



Version P
{"formula": "C4H10O4", "method": "the ωB97M-V functional and the def2-TZVPD basis", "total_charge": 0, "e_lumo_ev": 0.7, "multiplicity": 1, "e_homo_ha": -0.2999, "smiles": "C=C(O)OC.COO", "gap_ev": 8.875, "elements": ["H", "C", "H", "C", "H", "H", "H", "H", "H", "O", "O", "H", "C", "H", "O", "H", "C", "O"], "xyz": [[0.8577, -1.8318, 1.7311], [-0.9782, 0.6190, 1.1021], [1.3785, 2.2538, 1.2291], [0.1001, -0.1768, 1.2519], [2.8334, 1.4402, 0.5791], [0.2544, -2.4879, -1.2497], [1.3437, 1.4835, -0.3855], [-1.7023, 0.7595, -1.4587], [-1.9411, 0.2294, 1.3669], [0.5715, -1.7725, -1.8199], [1.4058, 0.1825, 1.2193], [-1.4449, -0.4068, -2.7199], [-1.4537, -0.2872, -1.6332], [-0.8714, 1.6654, 0.8874], [-0.0279, -1.4437, 1.7068], [-2.0961, -1.0540, -1.1855], [1.7471, 1.4211, 0.6255], [0.0234, -0.5936, -1.2469]], "nbo_charge": [0.489, -0.680, 0.177, 0.652, 0.198, 0.450, 0.196, 0.215, 0.220, -0.441, -0.524, 0.189, -0.276, 0.209, -0.686, 0.189, -0.252, -0.324]}



Version Q
{"formula": "C4H10O4", "method": "the ωB97M-V functional and the def2-TZVPD basis", "total_charge": 0, "e_lumo_ev": 0.8, "multiplicity": 1, "e_homo_ha": -0.3759, "smiles": "CO[C@H](O)C(C)(O)O", "gap_ev": 10.994, "elements": ["O", "C", "H", "O", "H", "H", "H", "C", "O", "C", "H", "C", "H", "H", "H", "H", "H", "O"], "xyz": [[-2.1936, -0.5118, 0.6319], [0.0356, -0.5759, -0.4073], [-1.3390, 1.9773, 0.9822], [1.3377, 0.0025, -0.3412], [1.7075, 0.5902, -2.2804], [-0.2106, -0.9244, 2.4012], [3.1226, 0.1248, -1.3290], [-0.3577, 0.1003, 2.0449], [-0.5615, -0.4144, -1.7002], [-0.9170, 0.1128, 0.6284], [-1.0574, 0.5832, 2.7374], [2.0804, -0.1272, -1.5422], [2.0358, -1.1449, -1.9403], [-0.8741, 0.5136, -1.6850], [-2.3622, -0.7571, -0.2972], [0.5882, 0.6465, 2.1125], [0.1071, -1.6510, -0.2041], [-1.1416, 1.4554, 0.1885]], "nbo_charge": [-0.716, 0.341, 0.485, -0.548, 0.179, 0.229, 0.191, -0.656, -0.729, 0.462, 0.215, -0.248, 0.173, 0.488, 0.482, 0.236, 0.160, -0.744]}



Version R
{"formula": "C4H10O4", "method": "the ωB97M-V functional and the def2-TZVPD basis", "total_charge": 0, "e_lumo_ev": 0.6, "multiplicity": 1, "e_homo_ha": -0.3728, "smiles": "O=C(O)CCCO.O", "gap_ev": 10.707, "elements": ["H", "C", "C", "H", "H", "C", "H", "H", "O", "O", "H", "C", "O", "H", "H", "H", "O", "H"], "xyz": [[-1.2656, -3.2361, 1.7893], [-0.8151, 0.0038, 0.2078], [-0.0833, -2.4720, 0.5044], [-1.8558, -0.3110, 0.1405], [2.5239, 2.8366, 0.0452], [0.1694, -1.1166, -0.1534], [0.1275, -1.3044, -1.2309], [1.1776, -0.8194, 0.0989], [-1.1516, -2.4090, 1.3380], [2.8113, 2.0546, -0.4029], [-2.0225, 2.6045, -0.7888], [-0.5261, 1.1827, -0.7441], [-1.3521, 2.2452, -0.2059], [-0.7707, 0.3654, 1.2264], [0.4911, 1.5797, -0.6891], [-0.7261, 0.9363, -1.7871], [0.5093, -3.5157, 0.3861], [2.7587, 1.3755, 0.2656]], "nbo_charge": [0.495, -0.414, 0.801, 0.219, 0.470, -0.516, 0.236, 0.230, -0.698, -0.929, 0.476, -0.072, -0.753, 0.221, 0.192, 0.167, -0.592, 0.465]}



Version S
{"formula": "C4H10O4", "method": "the ωB97M-V functional and the def2-TZVPD basis", "total_charge": 0, "e_lumo_ev": 0.9, "multiplicity": 1, "e_homo_ha": -0.2882, "smiles": "CO/C=C/OC.OO", "gap_ev": 8.747, "elements": ["H", "O", "H", "H", "H", "O", "C", "H", "C", "C", "H", "C", "O", "H", "H", "O", "H", "H"], "xyz": [[-3.4278, 0.8454, 1.2242], [0.6813, -1.7512, 0.3685], [-1.7800, -1.0470, 1.0808], [0.2892, -0.3165, -1.1237], [1.9147, -2.7510, -0.9988], [-2.1273, 0.4401, -0.3610], [-0.1371, -0.8514, -0.2502], [-4.0048, -0.4105, 0.0628], [-3.4263, 0.5238, 0.1652], [1.9401, -1.9113, -0.2692], [2.6923, -2.1307, 0.4929], [-1.3696, -0.5660, 0.1858], [1.3984, 2.0054, -0.3148], [2.2791, 0.7704, 0.8127], [2.2242, -1.0125, -0.8544], [2.5473, 1.6512, 0.5002], [1.6933, 2.8042, -0.7942], [-3.9207, 1.3140, -0.4345]], "nbo_charge": [0.171, -0.517, 0.175, 0.185, 0.180, -0.512, 0.043, 0.172, -0.249, -0.256, 0.192, 0.038, -0.465, 0.464, 0.178, -0.460, 0.465, 0.196]}



Which of them is least stable? Easy: version S.



Version P
{"formula": "C4H16N2O2", "method": "the ωB97M-V functional and the def2-TZVPD basis", "total_charge": 0, "e_lumo_ev": 0.4, "multiplicity": 1, "e_homo_ha": -0.3346, "smiles": "CC[C@H](N)CN.O.O", "gap_ev": 9.533, "elements": ["H", "O", "H", "H", "H", "H", "C", "H", "H", "H", "C", "H", "O", "H", "C", "H", "H", "H", "C", "N", "H", "H", "N", "H"], "xyz": [[-1.2409, -3.1363, -0.2495], [0.9509, 6.4147, 3.2910], [-3.4914, -2.0227, -0.0592], [-0.2908, -0.6174, -2.3338], [-0.7756, -0.3073, 1.3703], [3.7656, -0.5585, 1.1528], [-1.1641, -1.0017, -0.5182], [2.0241, 0.5379, -0.6606], [1.8597, 6.3490, 3.1706], [-3.6679, -1.9999, -1.6180], [-1.6988, -2.4187, -0.9482], [-1.9112, -0.1040, -0.5471], [3.7718, -0.1952, 0.3212], [-0.4299, -1.8325, 1.1821], [0.1013, -0.6406, -1.1956], [0.7453, -1.4262, -1.1993], [0.8107, 0.9721, 0.1795], [0.7210, 5.9434, 2.5679], [0.9255, 0.6434, -0.8058], [-3.1467, -2.5621, -0.8792], [4.0983, 0.6113, 0.2711], [-1.6420, -2.8558, -1.9226], [-1.1089, -1.1131, 1.0245], [0.7940, 1.3202, -1.5938]], "nbo_charge": [0.183, -0.907, 0.349, 0.195, 0.341, 0.473, -0.062, 0.243, 0.454, 0.343, -0.236, 0.186, -0.928, 0.335, -0.408, 0.200, 0.202, 0.452, -0.651, -0.821, 0.464, 0.211, -0.830, 0.211]}



Version Q
{"formula": "C4H16N2O2", "method": "the ωB97M-V functional and the def2-TZVPD basis", "total_charge": 0, "e_lumo_ev": 0.6, "multiplicity": 1, "e_homo_ha": -0.3271, "smiles": "CNCCNC.O.O", "gap_ev": 9.467, "elements": ["H", "H", "O", "H", "H", "H", "H", "H", "C", "C", "H", "N", "N", "O", "H", "H", "C", "H", "H", "C", "H", "H", "H", "H"], "xyz": [[2.2250, -1.4293, 1.5124], [-2.9105, -1.7046, 1.7855], [6.5281, 2.3901, 1.0189], [6.6315, 1.4083, 0.8796], [-3.9447, 0.6127, -1.1795], [-0.0424, 1.0789, -0.9592], [2.0952, -1.2687, -0.5647], [-1.0066, 0.3871, 0.5266], [0.0611, -1.0491, -0.6491], [-0.7538, 0.3038, -0.6320], [-3.1536, -1.0348, 0.4443], [1.4148, -0.6201, -0.2748], [-1.9664, -0.0062, -1.3652], [-3.4787, -1.1099, 1.4185], [-3.1267, 1.4228, -2.3986], [1.8874, 0.3739, 1.4786], [-2.8995, 1.0966, -1.4402], [5.8258, 2.3187, 1.7885], [-1.8525, -0.3526, -2.3177], [1.5040, -0.5740, 1.1364], [-0.4419, -1.6303, 0.1275], [-0.1893, -1.7108, -1.5893], [0.5680, -0.7764, 1.8203], [-2.9743, 1.8741, -0.5665]], "nbo_charge": [0.178, 0.455, -0.928, 0.464, 0.176, 0.192, 0.364, 0.193, -0.228, -0.228, 0.486, -0.644, -0.673, -0.946, 0.194, 0.192, -0.439, 0.464, 0.369, -0.420, 0.164, 0.198, 0.191, 0.224]}



Version R
{"formula": "C4H16N2O2", "method": "the ωB97M-V functional and the def2-TZVPD basis", "total_charge": 0, "e_lumo_ev": 0.3, "multiplicity": 1, "e_homo_ha": -0.3193, "smiles": "NCCCCN.O.O", "gap_ev": 8.998, "elements": ["C", "H", "H", "H", "C", "H", "H", "H", "H", "O", "H", "H", "C", "N", "H", "H", "H", "H", "H", "N", "O", "H", "H", "C"], "xyz": [[0.7275, 0.9759, 0.4959], [-0.1172, -1.2564, 1.8021], [-1.7432, -0.7100, 2.1183], [0.9488, 1.5489, -3.0635], [-1.6399, -1.4784, 0.1945], [2.4173, 1.6749, 1.3249], [-1.4197, 1.1020, 0.2873], [-1.3527, -2.5312, 0.3481], [0.8690, 1.7883, -0.2031], [2.2413, -1.3320, -2.0600], [2.9854, -0.8802, -2.4171], [1.9720, 0.2944, 2.0545], [-0.9512, -0.7191, 1.3554], [1.6227, 1.1658, 1.6779], [-0.7944, 1.3568, 1.9503], [-3.5716, -1.5069, 1.1026], [1.6043, -0.6612, -1.7243], [-1.3260, -1.1932, -0.8074], [0.9647, 0.0484, -0.0056], [-3.0864, -1.4736, 0.2159], [1.7425, 1.5278, -2.5193], [-3.5679, -0.8413, -0.4061], [2.1775, 2.3402, -2.7656], [-0.7025, 0.7599, 1.0443]], "nbo_charge": [-0.215, 0.203, 0.200, 0.474, -0.212, 0.352, 0.193, 0.179, 0.202, -0.951, 0.472, 0.355, -0.419, -0.846, 0.217, 0.362, 0.478, 0.188, 0.151, -0.863, -0.946, 0.362, 0.475, -0.411]}



Which of them is least stable? Easy: version Q.